[1]
The following is a quantum chemistry calculation of a molecular structure, C16H31HfNOP2 at a distorted geometry, from OMol25.

Last column: natural (NBO) charge in e.
Atoms and positions in Å:
P -0.73659 0.08683 -3.26548  1.20
P -0.20352 -1.64840 0.75835  0.85
C -0.40390 -1.40191 -2.17820  -0.74
C -1.25639 -1.45112 -0.88485  -0.79
H 0.67860 -1.53278 -2.00626  0.30
H -0.72723 -2.21871 -2.84045  0.34
H -2.04013 -0.61648 -0.74914  0.19
H -1.95166 -2.29922 -0.97781  0.33
C -0.61161 -3.48339 0.68834  -0.88
H -0.53438 -3.88693 1.70678  0.27
H 0.16107 -3.94651 0.06957  0.24
H -1.60308 -3.69371 0.27876  0.20
C -1.50005 -1.29628 2.02655  -0.95
H -1.33824 -2.01173 2.83992  0.29
H -2.49240 -1.45258 1.58407  0.23
H -1.45634 -0.28476 2.44146  0.25
C 0.62290 0.32503 -4.41686  -0.95
H 0.75481 1.40160 -4.58892  0.30
H 0.39091 -0.16771 -5.37044  0.29
H 1.55970 -0.07829 -4.00969  0.29
C -2.14924 -0.44712 -4.26725  -0.95
H -2.58569 -1.36962 -3.86532  0.28
H -1.82202 -0.61823 -5.30129  0.30
H -2.90715 0.34487 -4.25398  0.29
Hf -0.77081 0.85977 -1.03861  1.79
C 1.44572 2.64106 3.07542  -0.16
C 1.65569 1.63915 3.92941  -0.19
C 1.56985 0.14631 3.66623  -0.45
C 2.54148 -0.41559 2.61051  -0.40
C 2.33879 -1.92847 2.33929  -0.47
C 1.19109 -2.53448 2.07182  0.14
C 0.00433 1.40446 1.20127  -0.77
C 0.99837 2.52097 1.60431  -0.46
C -2.58945 2.09826 -0.99976  -1.23
H 1.59365 3.67729 3.39833  0.23
H 1.88255 1.86842 4.97846  0.23
H 0.54772 -0.17059 3.41791  0.20
H 1.82320 -0.34879 4.61708  0.24
H 2.49128 0.18340 1.68759  0.22
H 3.56742 -0.29745 2.99549  0.25
H 3.29248 -2.46928 2.43960  0.31
H -1.18040 1.50781 -2.76919  0.05
H 0.46303 0.49185 1.59509  0.25
H -0.91682 1.55337 1.78961  0.22
H 1.90705 2.42197 0.98402  0.21
H 0.54054 3.48566 1.33008  0.23
H -2.97718 2.11970 0.03251  0.30
H -3.40802 1.81039 -1.67241  0.26
H -2.29625 3.13121 -1.25659  0.29
O 3.20207 2.58571 -2.11210  -0.43
C 2.15345 2.11979 -1.81541  0.90
N 1.08083 1.64525 -1.51782  -0.97

The multiplicity is 1. Its HOMO-LUMO gap (spin up / spin down) is 4.92 / 4.92 eV. Its total charge is +2. Its HOMO energy (spin up / spin down) is -14.25 / -14.25 eV.

[2]
The following is a quantum chemistry calculation of C21H20N6O2 in the gas phase at a distorted geometry, from OMol25.

Last column: natural (NBO) charge in e.
Atoms and positions in Å:
O -2.63057 -1.40418 -1.37229  -0.65
O -0.55377 0.55428 1.02816  -0.61
N 2.48666 0.32054 -3.44377  -0.45
N -5.56373 0.39028 2.85256  -0.41
N 1.96188 -0.60351 -1.37246  -0.47
C -1.47250 -1.12409 -1.74446  0.77
C -0.76800 -0.62541 1.35624  0.69
C 2.81708 0.02944 -2.19017  0.38
C -5.54720 1.53686 2.15518  0.03
C 1.22525 0.12548 -3.84051  0.05
C -4.35253 -0.07555 3.27525  0.03
C 0.71181 -0.78699 -1.75834  0.40
C -4.40528 2.31235 1.96249  -0.25
C 6.54630 1.39343 -0.54416  -0.20
C 6.36767 1.34829 -1.91790  -0.22
C 5.52063 1.00395 0.28169  -0.22
C 5.19753 0.90954 -2.50329  -0.17
C 4.32201 0.60019 -0.27504  -0.17
C -3.16880 1.83997 2.42699  -0.15
C 4.10985 0.52364 -1.69294  -0.09
C 0.25719 -0.39554 -2.97769  0.05
C -3.13872 0.59561 3.08844  -0.08
N -1.12583 -0.64508 -2.98305  -0.39
N -0.34475 -1.28762 -1.02685  -0.40
N -1.33757 -0.98102 2.61435  -0.44
C -2.01689 -0.41518 -4.09343  -0.41
C -1.30433 -2.38384 3.05196  -0.41
C -0.30333 -1.71558 0.36484  -0.31
C -1.80253 0.02478 3.54378  -0.23
H -6.51259 1.92991 1.82815  0.19
H 0.98083 0.40849 -4.85505  0.20
H -4.31566 -1.01083 3.81973  0.18
H -4.54112 3.31168 1.51593  0.22
H 7.52634 1.68920 -0.11597  0.21
H 7.18913 1.68336 -2.52790  0.21
H 5.64094 1.02162 1.34474  0.21
H 5.14976 0.78402 -3.56809  0.23
H 3.46758 0.35888 0.37892  0.23
H -2.23857 2.37624 2.31245  0.23
H -2.95421 0.07689 -3.78112  0.23
H -2.25151 -1.37185 -4.55892  0.21
H -1.56834 0.23107 -4.84794  0.21
H -0.41097 -2.93452 2.74993  0.20
H -1.38239 -2.45140 4.13676  0.21
H -2.18526 -2.91428 2.61888  0.20
H -0.95035 -2.62370 0.46183  0.24
H 0.70241 -2.06855 0.60937  0.25
H -1.98837 -0.35610 4.56944  0.22
H -1.04515 0.79484 3.64327  0.22

The multiplicity is 1. Its HOMO-LUMO gap is 8.72 eV. Its total charge is 0. Its HOMO energy is -8.32 eV. The SMILES is CN(Cc1cccnc1)C(=O)Cn1c(=O)n(C)c2cnc(-c3ccccc3)nc21.

[3]
The following is a quantum chemistry calculation of a molecular structure, C8H18Cl2O3PPr at a distorted geometry, from OMol25.

Last column: Mulliken spin population.
Atoms and positions in Å:
C -0.20505 -3.94533 -3.92835  0.00
C -0.05986 -2.96104 -2.85438  0.00
H -1.27993 -4.12276 -4.11416  0.00
H 0.28013 -4.89830 -3.64117  0.00
H 0.28094 -3.57949 -4.85438  0.00
O -0.84875 -2.24349 -2.26525  0.00
Cl 2.02377 -2.80810 -2.19125  0.00
Pr 0.77929 -1.03558 -0.73166  2.03
P -0.03872 1.59485 -1.81138  -0.01
C -1.44224 2.74591 -1.82476  0.00
C 1.32197 2.82848 -1.70088  0.00
H 0.85907 0.44851 -3.80458  0.00
H 0.21522 2.09166 -4.17285  0.00
H -0.91848 0.71103 -3.91697  0.00
C 0.03863 1.16280 -3.60265  0.00
H 2.27921 2.30231 -1.55344  0.00
H 1.35318 3.43423 -2.62258  0.00
H -1.33443 3.49072 -2.62646  0.00
H -1.49240 3.26839 -0.86170  0.00
H 1.14098 3.47989 -0.83186  0.00
H -2.38153 2.19998 -1.96950  0.00
C -1.63383 0.21020 0.06861  0.00
O -2.57464 0.66413 0.54261  0.00
Cl 3.19531 -0.03733 -0.60349  -0.01
C 1.92546 1.09804 3.48417  0.00
C 0.84687 0.20497 2.89311  0.00
O 1.13277 -0.19471 1.52211  0.00
H 2.93804 0.81558 3.17775  0.00
H 1.88666 1.03607 4.57520  0.00
H 1.75411 2.14793 3.22323  0.00
H 0.73814 -0.72764 3.45566  0.00
H -0.12761 0.69987 2.86716  0.00
H 2.04768 0.10273 1.28047  0.00

The multiplicity is 3. Its HOMO-LUMO gap (spin up / spin down) is 7.95 / 7.95 eV. Its total charge is +2. Its HOMO energy (spin up / spin down) is -16.40 / -16.39 eV.

[4]
The following is a quantum chemistry calculation of a molecular structure, C19H25F4HgN6O3Se, from OMol25.

Last column: Mulliken spin population.
Atoms and positions in Å:
Hg -0.26100 -1.40227 0.13955  -0.03
C 1.44440 1.17519 -4.17284  0.00
N 1.49436 0.25582 -3.06036  0.00
C 2.86249 -0.17046 -2.82979  0.00
C 0.64273 -0.91103 -3.26448  0.00
C -0.86213 -0.65592 -3.16805  0.00
N -1.28577 -0.14032 -1.87990  0.00
C -1.85142 1.04150 -1.76875  -0.01
C -2.38481 1.43126 -0.48670  0.00
F -2.36130 0.51717 0.51379  0.00
C -2.94617 2.64733 -0.21439  0.00
F -3.40937 2.87748 1.05426  0.00
C -3.09432 3.64946 -1.16807  0.00
C -2.64187 3.30432 -2.42695  0.00
F -2.75832 4.22182 -3.43793  0.00
C -2.06926 2.08943 -2.73270  0.00
F -1.70728 1.93811 -4.05004  0.00
H 1.78364 0.70035 -5.11493  0.00
H 2.09464 2.02896 -3.97317  0.00
H 0.43500 1.54456 -4.32136  0.00
H 3.26588 -0.74093 -3.68654  0.00
H 2.91142 -0.80380 -1.94923  0.00
H 3.49979 0.70006 -2.66268  0.00
H 0.91523 -1.65844 -2.52183  0.00
H 0.85219 -1.36165 -4.25613  0.00
H -1.33351 -1.63851 -3.31239  0.00
H -1.18426 -0.03707 -4.00721  0.00
H -3.52300 4.60889 -0.94440  0.00
N 0.87238 0.98948 -0.13773  -0.01
C 2.07600 0.95701 0.67554  0.01
C 2.78736 -0.41015 0.66283  -0.01
O 4.02844 -0.40203 0.74572  0.00
N 1.98240 -1.44517 0.60081  -0.01
C 2.54793 -2.76178 0.45281  0.00
C 1.82201 -3.65098 -0.58034  0.00
O 2.43780 -4.64204 -0.97828  0.00
O 0.65550 -3.31980 -0.94459  0.00
H 1.08619 0.93682 -1.13294  0.00
H 0.30851 1.81545 0.02911  0.00
H 1.79340 1.16811 1.71292  0.00
H 2.82680 1.70248 0.37476  0.00
H 2.48302 -3.31263 1.40354  0.00
H 3.60794 -2.71620 0.17751  0.00
C 1.07196 -1.52454 3.97127  0.02
N -0.22225 -0.98897 4.29966  0.00
C -0.68549 -0.74188 5.56886  0.01
C -1.91173 -0.18707 5.44681  0.01
N -2.17765 -0.08020 4.10151  0.04
C -3.39307 0.41867 3.51744  -0.02
C -1.15469 -0.62181 3.34874  0.58
Se -1.76229 -2.20160 2.01664  0.39
H 1.29826 -2.38134 4.61188  0.00
H 1.85298 -0.76800 4.08750  -0.01
H 1.05810 -1.85034 2.93348  0.00
H -0.11392 -0.97897 6.44588  0.00
H -2.60114 0.15023 6.19758  0.01
H -3.97437 0.92879 4.28744  0.00
H -3.97112 -0.40642 3.09222  0.00
H -3.15723 1.11356 2.71459  0.02

The multiplicity is 2. Its HOMO-LUMO gap (spin up / spin down) is 4.86 / 6.49 eV. Its total charge is -2. Its HOMO energy (spin up / spin down) is -0.14 / -1.80 eV.

[5]
The following is a quantum chemistry calculation of 2 unconnected molecules or ions with the total composition C30H29N2O4 at a distorted geometry, from OMol25.

Last column: natural (NBO) charge in e.
Atoms and positions in Å:
O -0.80918 3.41050 4.39158  -0.76
C 0.11956 3.92742 3.74462  0.77
O 1.07887 4.67822 3.98816  -0.76
C 0.13201 3.46407 2.22142  -0.16
C 0.72748 4.51209 1.26806  -0.42
C 2.12527 4.04391 1.08766  -0.02
C 2.28441 2.78182 1.68317  0.23
C 3.52593 2.16104 1.73526  -0.26
C 4.58741 2.73693 1.02951  -0.22
C 4.42166 3.98668 0.40220  -0.23
C 3.19391 4.65925 0.44569  -0.20
N 1.09380 2.38227 2.28109  -0.37
C 0.81438 1.21209 2.90286  0.16
C 1.37046 -0.02685 2.59124  -0.38
C 1.11301 -1.18141 3.35894  -0.08
C 2.21329 -2.12095 3.54947  -0.09
C 2.59508 -2.51062 4.85139  -0.14
C 3.81603 -3.14042 5.07703  -0.22
C 4.63309 -3.49877 3.99656  -0.23
C 4.22291 -3.20170 2.69168  -0.22
C 3.02096 -2.53066 2.46420  -0.19
H -0.87643 3.13040 1.96182  0.21
H 0.17231 4.47622 0.32426  0.20
H 0.65225 5.53042 1.66345  0.25
H 3.63991 1.25847 2.33073  0.22
H 5.54334 2.21204 0.96571  0.21
H 5.27274 4.43133 -0.12024  0.20
H 3.05510 5.64291 -0.00984  0.21
H -0.01711 1.28116 3.61905  0.25
H 2.13005 -0.06270 1.79708  0.21
H 0.39958 -1.11087 4.18281  0.24
H 1.93828 -2.24458 5.68607  0.22
H 4.12035 -3.38158 6.09616  0.21
H 5.58982 -3.98463 4.16981  0.21
H 4.83116 -3.51458 1.84467  0.21
H 2.68234 -2.29736 1.45372  0.22
C -2.14272 -6.51374 4.82169  -0.62
C -2.35030 -5.01971 4.94169  -0.07
O -1.38149 -4.32829 4.08619  -0.52
C -1.30333 -2.99011 4.24126  0.76
C -1.05446 -2.20470 2.95753  0.02
C -1.75922 -0.88672 2.92144  -0.68
N -0.74491 -2.95627 1.92937  -0.40
C -0.84404 -2.72235 0.65179  -0.05
C -0.87527 -3.77172 -0.34397  -0.08
C -0.95954 -3.46059 -1.72141  -0.21
C -1.00561 -4.46452 -2.68192  -0.22
C -0.98985 -5.81193 -2.29388  -0.25
C -0.90821 -6.13830 -0.93284  -0.24
C -0.86005 -5.13238 0.03996  -0.15
O -1.42897 -2.40426 5.30432  -0.64
H -2.88429 -7.02493 5.44175  0.21
H -2.28440 -6.85765 3.79215  0.21
H -1.15556 -6.82600 5.17351  0.21
H -3.35916 -4.75718 4.59246  0.17
H -2.22928 -4.69903 5.98332  0.19
H -1.73534 -0.45762 3.93508  0.25
H -1.27693 -0.20631 2.21167  0.22
H -2.81885 -0.97482 2.61829  0.21
H -0.91189 -1.68925 0.26948  0.15
H -0.99302 -2.40690 -2.00562  0.20
H -1.04694 -4.20196 -3.73842  0.20
H -1.02507 -6.59870 -3.05053  0.20
H -0.87718 -7.18671 -0.62684  0.20
H -0.82186 -5.37336 1.10274  0.23

The multiplicity is 1. Its HOMO-LUMO gap is 5.11 eV. Its total charge is -1. Its HOMO energy is -3.72 eV.

[6]
The following is a quantum chemistry calculation of a molecular structure, C3H9S at a distorted geometry, from OMol25.

Last column: natural (NBO) charge in e.
Atoms and positions in Å:
C -1.72834 1.24809 -1.39850  -0.61
C -0.68350 1.66067 -0.35121  -0.62
H -1.54414 0.23300 -1.76272  0.22
H -1.82487 1.92010 -2.24402  0.20
H -2.69160 1.12398 -0.88110  0.19
H -0.37517 2.70848 -0.39026  0.20
H -1.10445 1.43590 0.62990  0.20
H 0.20584 1.03933 -0.45676  0.22
C 1.82106 -1.94261 1.64821  -0.71
S 2.48643 -3.65251 0.19678  -0.88
H 1.18929 -2.59030 2.22945  0.20
H 2.86168 -1.87572 1.88708  0.21
H 1.38777 -1.30841 0.89314  0.19

The multiplicity is 1. Its HOMO-LUMO gap is 5.71 eV. Its total charge is -1. Its HOMO energy is -2.29 eV.

[7]
The following is a quantum chemistry calculation of 5 unconnected molecules or ions with the total composition CH10O5 at a distorted geometry, from OMol25.

Last column: Mulliken spin population.
Atoms and positions in Å:
O -0.91833 2.26963 0.19455  0.18
C -0.12140 2.74022 -0.65568  0.50
H 0.89193 2.34656 -0.81574  0.01
H -0.28560 3.72667 -1.10522  0.02
H 2.28071 -0.29279 4.02310  0.00
H 2.77593 -0.89090 2.74610  0.00
O 2.44187 -0.05645 3.09756  0.01
H 1.14118 -2.22756 0.45424  -0.01
H 1.25555 -1.16581 1.45794  0.00
O 1.75345 -1.94307 1.16140  0.03
H -1.46188 0.91682 -3.09758  -0.07
H -2.31945 0.36646 -4.29789  -0.12
O -2.00778 0.17317 -3.41279  0.44
H -1.61756 -2.16620 -1.31555  -0.02
H -1.97513 -3.06710 -0.13988  -0.01
O -1.34732 -2.39576 -0.41995  0.05

The multiplicity is 2. Its HOMO-LUMO gap (spin up / spin down) is 2.83 / 6.79 eV. Its total charge is -1. Its HOMO energy (spin up / spin down) is 0.47 / -3.58 eV.

[8]
The following is a quantum chemistry calculation of C2HN3O3 in the gas phase at a distorted geometry, from OMol25.

Last column: natural (NBO) charge in e.
Atoms and positions in Å:
C -0.53213 0.32289 -0.22762  0.67
C 0.36560 0.02954 2.02574  0.52
N -1.10817 0.69678 -1.24379  -0.25
N -0.43034 0.29182 1.01216  -0.53
N 0.24620 -0.60119 -2.51450  0.39
O -0.89822 0.10462 -2.46380  -0.12
O 1.13662 0.83938 2.56249  -0.51
O 0.91213 -0.73916 -1.49371  -0.29
H 0.30831 -0.94468 2.34304  0.13

The multiplicity is 1. Its HOMO-LUMO gap is 9.23 eV. Its total charge is 0. Its HOMO energy is -10.40 eV. The SMILES is O=CN=C=NON=O.